(1)
A cluster of 7 separate species, C48H105N5O7 in total, computed with ωB97M-V with the def2-TZVPD basis set.

```
165
Properties=species:S:1:pos:R:3:forces:R:3
H 22.285 -23.869 -17.079 -0.1499 0.0338 -0.3908
C 19.455 -24.563 -23.330 -2.4545 1.4933 -1.4018
H 14.020 -13.643 -13.233 0.0051 0.1604 0.2818
H 17.899 -13.373 -12.004 0.0797 -0.2840 0.0698
H 16.507 -25.025 -22.003 -0.3237 0.7399 -0.6506
N 18.008 -27.340 -18.064 1.4682 0.3238 1.1754
C 16.232 -16.630 -13.857 0.9275 0.3377 -1.4256
C 24.492 -22.201 -14.932 2.9806 0.3115 -0.5666
C 19.876 -29.160 -18.325 -0.9460 1.5638 0.1108
H 16.789 -21.201 -13.170 -0.3231 -0.0179 -0.0939
H 15.386 -26.683 -17.802 -0.3656 -1.3651 0.2495
C 14.567 -14.370 -12.633 0.2278 0.9766 0.6492
C 23.955 -24.492 -15.956 1.4172 -1.7191 -1.0517
H 14.647 -13.534 -16.255 -0.0893 -0.1375 -0.1523
C 16.851 -13.415 -11.707 -0.5767 -0.0632 -1.4672
C 19.070 -21.690 -17.667 0.4516 -0.6711 2.0681
H 22.246 -25.581 -15.411 -0.1248 -0.7366 -0.0351
H 19.519 -28.511 -15.326 -0.1938 -0.1341 -0.0897
H 19.954 -26.949 -14.676 0.6015 -0.1221 -0.0350
H 27.248 -23.752 -16.435 0.4411 0.6831 -0.3485
H 19.083 -29.818 -17.969 0.2984 -0.1991 0.3335
H 18.121 -23.032 -19.049 -0.0830 -0.4580 0.4890
H 18.234 -13.660 -16.164 0.4146 -0.7195 0.1759
N 19.845 -21.814 -24.251 -0.3774 -6.1233 -1.4135
H 19.653 -17.136 -16.581 -0.1485 0.1643 0.4479
C 19.481 -27.666 -18.106 -0.1118 1.5571 0.0287
H 16.432 -21.400 -24.419 -0.0044 -0.5551 0.0713
H 16.258 -25.586 -17.114 0.3290 0.4868 0.9743
C 17.228 -27.439 -16.789 0.3288 -0.7574 0.8481
H 20.163 -25.981 -16.874 0.1097 0.0490 -0.3045
C 20.809 -24.068 -23.848 -1.2962 -0.7681 1.7592
H 14.915 -15.225 -16.867 -0.2772 0.2605 -0.3442
C 16.367 -14.568 -15.491 0.4539 -1.0579 1.6262
C 20.265 -21.530 -18.631 -0.9559 0.8846 -0.5677
H 18.158 -20.747 -22.082 0.4242 0.0935 -0.2659
H 23.084 -21.069 -16.135 -0.3528 0.4714 0.2268
H 25.977 -22.961 -17.383 -0.1325 -0.1221 0.0361
H 14.179 -15.363 -12.861 0.0768 0.0993 0.1062
H 18.902 -22.921 -15.729 -0.3434 0.2994 -0.1708
H 19.424 -24.510 -22.242 -0.4064 0.0965 0.0360
C 26.224 -23.380 -16.408 0.5048 -1.9112 0.1143
O 22.369 -23.270 -14.753 -0.0262 0.7240 0.1229
H 14.092 -24.436 -21.305 -0.4933 -0.3965 0.0674
H 20.189 -18.517 -15.527 0.5859 0.2335 -0.2325
H 19.864 -20.346 -23.382 0.2365 1.9157 0.5498
H 17.958 -16.015 -15.071 -0.0243 0.2184 0.3087
H 21.102 -20.134 -19.974 0.1658 -0.0724 -0.2128
C 18.313 -23.719 -24.082 0.8104 0.4044 1.2824
H 24.675 -22.244 -12.737 -0.1795 -0.6987 -0.3023
H 23.795 -23.496 -17.947 0.0396 0.2164 0.1513
C 24.458 -21.538 -13.539 -0.4384 -0.6063 0.5566
H 17.426 -21.500 -19.141 0.1092 0.4928 0.0406
C 16.074 -14.258 -12.821 0.6458 0.0326 -1.3571
O 17.380 -27.844 -19.204 -0.6893 0.5499 -0.1858
H 20.516 -22.755 -16.355 -0.0599 0.0835 -0.0960
H 15.184 -16.903 -13.980 -0.4642 0.9911 -0.0660
H 16.101 -29.321 -17.169 0.2374 0.2099 -0.7131
C 18.138 -21.796 -22.378 -0.2269 -1.2138 0.1465
H 23.077 -23.010 -24.416 -0.1258 -0.2474 1.0356
O 17.713 -21.037 -13.359 0.0800 0.0349 0.2395
C 16.747 -28.860 -16.421 0.0137 -0.5993 -0.2988
H 17.458 -28.799 -19.255 0.1092 -0.5860 0.3810
C 20.175 -20.227 -19.408 1.6084 -0.2386 0.7198
H 21.230 -21.498 -18.125 -0.0641 -0.2072 0.3003
H 22.386 -22.357 -22.010 0.0154 -0.5748 0.0848
C 21.322 -22.194 -22.182 0.4109 0.0622 -0.5935
H 15.418 -26.710 -15.960 -0.2823 0.2213 -0.3158
H 25.243 -20.815 -13.317 -0.1745 0.5201 -0.8509
C 22.293 -22.257 -24.507 -0.2699 0.1949 -0.1757
C 15.979 -26.616 -16.890 0.1341 1.6763 -0.8120
C 14.755 -25.158 -20.828 0.8766 -0.2019 1.0377
H 16.549 -12.369 -11.647 -0.4186 -0.0383 -0.0884
H 19.417 -20.121 -20.184 -0.5218 -0.3741 0.4468
H 17.672 -15.696 -12.583 0.0617 -0.1560 0.1572
H 14.769 -24.069 -19.059 0.3630 0.7906 0.2261
O 17.782 -20.536 -15.967 -1.8883 -0.0360 -0.0037
N 16.456 -13.726 -14.214 1.8972 -1.3323 -0.0994
H 17.442 -19.416 -18.574 -0.1034 0.2385 -0.3971
H 24.623 -20.238 -15.920 -0.1620 0.0368 0.5258
H 16.765 -13.848 -10.710 -0.1182 -0.2081 -0.1357
C 19.394 -18.102 -16.147 0.4761 -0.9556 0.5169
H 16.092 -23.503 -20.242 -0.3715 0.1798 0.2019
H 17.596 -15.022 -17.234 0.1721 0.1817 0.1030
H 16.565 -17.652 -13.676 0.9339 0.0303 0.1137
H 22.739 -21.302 -24.231 -0.0497 0.1705 -0.5736
O 13.983 -26.236 -20.227 -0.1025 1.2736 -0.3141
H 23.471 -21.154 -13.279 0.0330 0.3421 -0.1922
H 17.550 -29.575 -16.240 0.0758 0.0695 0.2440
H 19.960 -29.309 -19.401 0.5043 -0.3099 0.1333
H 15.269 -26.054 -22.783 -0.1133 0.0099 0.1441
C 18.106 -26.853 -15.552 -0.9790 -0.9920 -1.5554
N 18.870 -20.446 -16.771 3.4806 -0.2414 -1.8177
H 18.337 -23.962 -25.144 0.7800 0.3726 -0.2236
H 21.273 -21.129 -21.956 -0.6429 0.1061 -0.0247
H 16.035 -28.873 -15.596 0.4697 0.3339 0.5220
O 20.039 -20.538 -24.306 0.3694 4.3803 0.7555
H 14.578 -26.708 -19.641 0.2122 -0.1392 -0.0309
H 21.138 -26.889 -19.339 0.0712 -0.1011 0.0664
C 21.011 -22.512 -23.670 0.4344 -2.1367 -0.7521
H 16.979 -18.467 -17.216 -0.0036 0.3069 -0.0864
C 23.289 -24.224 -17.312 -0.0619 0.5353 -0.0416
C 14.940 -14.554 -16.009 0.2432 -0.5184 -0.0232
H 16.942 -13.359 -17.171 -0.2147 -0.1287 -0.4757
C 26.051 -22.451 -15.264 -1.1859 -0.2566 1.0682
H 14.250 -14.970 -15.274 -0.0081 0.1068 0.0538
H 23.661 -25.862 -14.416 -0.2343 -0.1921 0.3128
H 18.174 -21.327 -12.572 0.2697 -0.0493 0.1549
C 20.180 -27.071 -16.845 -0.7346 -0.7100 0.7052
H 21.219 -27.402 -16.826 0.0540 0.1030 -0.1968
C 19.087 -19.047 -17.270 -0.8282 -0.8754 -2.9000
C 23.310 -25.813 -15.447 0.1680 1.3567 1.5856
H 19.094 -25.541 -23.647 1.0789 -0.5717 0.2703
H 23.181 -25.119 -17.924 0.0581 -0.2022 0.2407
H 18.746 -22.429 -21.732 0.2398 0.4881 0.2545
H 17.299 -24.068 -23.888 -0.0765 0.1921 0.8603
H 21.465 -24.562 -23.131 0.8710 0.0856 -0.4661
H 21.166 -18.677 -18.110 0.1952 -0.6322 0.1112
C 17.440 -21.467 -24.827 0.7953 -0.2392 -0.0848
H 24.409 -21.439 -17.089 0.4399 -0.8476 0.2019
H 22.094 -22.412 -25.567 -0.4104 0.9137 -0.1430
C 16.587 -15.707 -12.691 -0.2376 -0.5786 -0.6252
H 16.895 -11.886 -14.395 0.1369 -0.0049 0.0308
H 17.623 -27.057 -14.596 -0.4738 -0.1400 -0.1888
H 16.107 -16.213 -11.854 0.2895 0.5866 0.6841
H 26.590 -22.919 -14.441 -0.2652 0.1151 0.4768
H 18.082 -20.636 -15.061 0.2304 -0.1617 0.2357
C 20.199 -19.037 -18.463 -1.9536 0.6907 0.4459
H 14.510 -14.146 -11.568 -1.0949 -0.1543 0.0851
H 19.593 -26.960 -20.204 0.0037 -0.2640 -0.0321
H 20.798 -29.208 -17.746 0.0432 -0.9662 -0.4798
H 17.479 -22.025 -25.762 -0.4216 -0.2158 0.0321
C 15.690 -25.726 -21.832 1.7751 -0.0566 -0.6830
H 17.640 -20.452 -25.170 0.6427 0.1378 0.5975
H 18.559 -18.105 -15.447 -0.2107 0.5357 -0.3054
C 17.761 -18.568 -17.969 0.3059 -1.0533 0.4924
C 25.496 -24.738 -16.128 -1.1207 1.8736 -1.0907
C 19.488 -27.440 -15.530 0.3724 0.3631 -0.0825
O 16.077 -12.383 -14.481 -0.6482 -0.5194 0.3342
H 20.883 -24.551 -24.822 0.6700 0.8876 -0.3479
H 17.019 -22.403 -17.724 0.1375 -0.3799 -0.0151
C 15.557 -24.325 -19.767 -1.2488 -1.3161 -0.3531
H 16.688 -16.701 -16.000 -0.2619 0.2852 -0.2104
N 23.738 -23.453 -14.942 1.4315 -1.1257 0.5321
H 22.199 -22.580 -15.398 -0.9465 0.3170 -0.1608
H 19.838 -25.731 -19.000 0.0864 0.0315 0.0698
H 17.882 -17.682 -18.592 -0.0497 0.0758 0.2206
H 19.879 -18.333 -19.231 -0.0528 1.1926 0.7984
H 23.576 -26.785 -15.863 -0.0459 0.4547 -0.7935
H 16.361 -26.489 -21.438 -0.6716 -0.7596 0.4214
H 26.495 -21.468 -15.417 -0.0169 -0.0044 -0.0568
C 16.872 -16.028 -15.163 -1.4079 -0.1388 1.4046
C 19.474 -22.868 -16.655 -0.0259 0.8188 -0.5966
H 18.194 -25.768 -15.624 -0.1152 0.0944 -0.2859
C 18.466 -22.179 -23.842 -0.8624 0.2901 -1.0105
H 16.280 -24.933 -19.223 0.1467 -0.1952 -0.1961
H 17.136 -22.127 -22.106 -0.3220 0.0540 -0.3792
H 20.722 -22.795 -21.497 0.1544 0.2409 0.0688
C 24.161 -21.217 -16.051 -1.4720 0.8122 -0.5380
H 19.376 -23.837 -17.145 0.0034 -0.0475 -0.1738
H 20.285 -22.317 -19.385 -0.0702 -0.5373 0.4473
C 20.059 -26.772 -19.237 -0.4709 -0.2479 -0.1933
C 17.840 -22.195 -18.410 -0.3466 0.7842 -0.5079
H 25.658 -25.279 -17.061 -0.2526 -0.5574 0.1793
H 25.950 -25.287 -15.303 -0.1211 0.1819 0.1435
C 17.371 -14.174 -16.587 -0.8250 1.9373 0.3408
```
Positions in Å, forces in eV/Å.

The calculation puts the HOMO energy at -7.819 eV. Its structure (SMILES) is CC1(C)CCCC(C)(C)N1O.CC1(C)CCCC(C)(C)N1O.CC1(C)CCCC(C)(C)N1O.CC1(C)CCCC(C)(C)N1O.CC1(C)CCCC(C)(C)N1O.CC(C)O.O. The energy above the lowest of the compared OMol25 structures with the same formula, charge and spin comes out at 463.2 kJ/mol. The calculation puts the frontier orbital gap at 7.983 eV.

Löwdin population analysis, charges in e, atoms 1 to 2: H 0.06; C -0.17

=====

(2)
A structure of composition C22H26BF5FeN4O3Te, computed with ωB97M-V with the def2-TZVPD basis set.

```
63
Properties=species:S:1:pos:R:3:forces:R:3
C -2.199 -1.150 -1.377 -0.2962 0.2739 0.0409
H 4.230 -2.232 4.965 -0.0491 -0.0356 0.0085
H -6.358 -2.231 -4.519 -0.0069 0.0011 0.0137
C -4.457 0.395 -1.317 -0.1202 -0.1461 -0.1204
H -7.204 -0.167 -1.599 0.0141 0.0053 -0.0160
N 2.048 1.712 0.048 -0.6073 0.2953 1.0124
B -0.236 -0.793 -0.421 0.5862 -0.4320 -0.0925
Fe 2.286 -0.064 1.138 1.2276 -0.8635 -0.8498
H -7.074 -3.111 -2.238 0.0043 0.0212 -0.0112
C 3.372 3.366 -1.137 -0.0828 0.1101 -0.0526
N 3.696 -0.240 -0.459 -0.6146 -0.3403 0.7211
C -3.319 -1.668 -1.995 0.0250 0.0438 0.0365
F -0.409 -3.941 0.897 -0.0302 -0.2685 -0.0965
H -4.698 -2.652 -4.118 -0.0049 0.0191 -0.0030
H -7.748 -0.884 -3.105 0.0091 0.0026 0.0032
H 5.618 -1.308 5.575 0.0449 0.0529 -0.0227
H -3.372 1.892 -0.213 -0.0106 -0.0115 -0.0155
C -6.170 -2.688 -1.797 0.0128 0.0113 0.0226
H -5.090 -1.007 -4.642 -0.0056 -0.0240 0.0054
H 0.349 2.365 0.983 0.1011 0.0110 -0.0513
C 3.372 0.257 5.897 -0.0166 0.0054 -0.0907
C -6.887 -0.437 -2.608 -0.0065 -0.0049 0.0017
H 3.040 -0.748 -1.047 0.1461 -0.0184 -0.1654
H 6.427 2.873 -2.528 -0.0193 -0.0090 0.0070
H 4.481 -0.843 -0.245 0.0020 -0.0085 0.0692
F -0.169 -3.218 3.503 -0.1544 -0.1567 0.6010
C 1.185 2.658 0.355 -0.0533 -0.0828 -0.0924
H 4.765 4.664 -2.151 0.0207 -0.0282 -0.0011
H -5.400 -3.460 -1.803 -0.0175 0.0141 0.0070
F 2.963 -1.811 1.770 -0.1385 0.4227 -0.1995
C 3.792 0.341 3.533 0.0616 -0.2984 0.3035
F -1.081 -1.731 1.618 -0.2827 0.2869 -0.1965
C 5.227 1.337 -1.601 0.1177 -0.1783 -0.1559
C 5.493 2.658 -2.027 -0.0854 0.0318 0.0124
N 4.111 -0.145 4.699 0.1013 0.0371 -0.0260
O 0.963 -1.071 0.001 -0.4102 0.2132 -0.1665
H -5.373 0.968 -1.311 -0.0056 -0.0230 -0.0165
C 2.405 4.346 -0.818 -0.0631 -0.0875 0.0776
H -6.388 -2.428 -0.760 0.0150 -0.0114 -0.0235
F 0.872 -0.834 2.754 0.0272 0.6917 0.0221
O -1.012 -1.686 -1.264 0.2151 0.1453 0.2005
H -6.630 0.472 -3.157 -0.0085 -0.0099 0.0159
H 4.070 0.367 6.724 0.0340 -0.0032 0.0057
H 5.952 0.553 -1.790 0.0141 0.0415 0.0144
H 2.882 1.210 5.720 -0.0120 0.0116 -0.0111
Te 0.564 -2.618 1.909 0.3529 -0.2009 -0.4096
C -3.357 0.929 -0.704 0.0015 0.0628 0.0380
C -2.211 0.147 -0.730 -0.2097 -0.3204 -0.2264
H 2.556 5.368 -1.143 -0.0178 0.0000 -0.0004
C -5.739 -1.448 -2.604 -0.0476 -0.0075 -0.0073
N 3.550 0.749 2.475 -0.1359 0.1792 -0.2014
C 4.892 -1.389 4.769 -0.1949 0.0980 0.0114
H -3.277 -2.644 -2.454 -0.0122 -0.0049 -0.0085
C 3.131 2.051 -0.705 -0.1875 0.2120 0.0958
O -1.034 0.398 -0.221 0.3001 0.0970 0.1574
C 1.310 3.989 -0.081 0.0246 0.0468 -0.0599
H 5.391 -1.555 3.823 0.0789 0.0132 -0.0760
H 0.554 4.708 0.201 0.0394 0.0131 -0.0162
H 2.624 -0.494 6.151 -0.0220 -0.0110 -0.0006
C -4.469 -0.900 -1.970 -0.0523 0.0727 0.0353
C 4.578 3.650 -1.820 0.0816 -0.0309 -0.0299
C 4.057 1.033 -0.973 0.2969 0.0450 -0.0331
C -5.443 -1.859 -4.057 0.0259 0.0285 0.0058
```
Positions in Å, forces in eV/Å.

The calculation puts the HOMO energy (alpha / beta) at -11.227 / -11.219 eV. As for the charge: +1. The expectation value of S² is 0.775. The multiplicity is 2. The calculation puts the frontier orbital gap (alpha / beta) at 8.528 / 5.303 eV.

Löwdin population analysis, charges in e, atoms 1 to 2: C -0.14; H 0.10

=====

E readings, ordered: -2691.9445, -3354.5830 Eh